Entry 1:
Here is a structure of composition Cl4Fe from OMol25. Energies are from wB97M-V/def2-TZVPD.

The geometry in XYZ format:
```
5
Properties=species:S:1:pos:R:3:forces:R:3
Fe -0.013269 0.279690 -0.325396 1.24 -0.36 3.50
Cl 1.470780 2.280549 0.513691 -1.31 -1.65 -1.02
Cl 1.571965 -1.560844 0.053656 -1.82 1.73 -0.75
Cl -1.397331 0.466976 1.651373 1.23 -0.19 -2.17
Cl -1.632146 -1.466372 -1.893324 0.66 0.47 0.44
```
Forces are in eV/Å.

Values from the calculation:
Gap between HOMO and LUMO (alpha / beta)   0.351 / 0.178 hartree
HOMO energy (alpha / beta)   -11.21 / -10.77 eV
2S+1   7

***

Entry 2:
Here is a cluster of 3 separate species, C3H12N2O3 in total from OMol25. Energies are from wB97M-V/def2-TZVPD.

The geometry in XYZ format:
```
20
Properties=species:S:1:pos:R:3:forces:R:3
C -1.893149 1.370814 -0.755276 -1.97 0.50 1.14
N -0.820506 1.120410 0.074875 -0.79 -0.36 -0.85
C 0.326891 0.667965 -0.642564 2.30 2.66 -0.42
C 1.380832 -0.082461 0.185523 0.19 3.25 1.95
N 2.702163 0.535427 -0.159555 1.13 -1.91 -1.51
O -2.806361 2.132491 -0.459383 0.59 -0.18 -0.19
H -2.079011 0.766907 -1.723216 1.27 0.46 1.34
H -0.631119 1.651082 0.942996 -0.72 -0.29 -1.04
H 0.812611 1.647138 -1.132163 -0.27 -1.84 1.25
H -0.017567 0.231946 -1.539776 -0.31 -1.39 -0.78
H 1.253421 0.236659 1.315201 -0.06 -0.93 -2.16
H 1.287339 -1.140754 0.143386 0.13 -0.91 -0.19
H 3.482871 -0.075888 0.205870 -1.20 0.77 0.00
H 2.854502 0.432331 -1.206886 -0.39 0.20 1.48
H -3.513362 -2.128006 -1.440670 -0.58 0.69 0.03
H -4.919581 -2.295855 -2.122298 2.14 2.85 1.96
O -4.310927 -1.571032 -1.597142 -1.52 -3.55 -1.98
H 2.081338 -0.373871 3.498638 0.77 0.15 0.74
H 2.750225 -1.889632 3.336542 -0.15 1.07 0.40
O 2.059387 -1.235678 3.075892 -0.56 -1.25 -1.16
```
Forces are in eV/Å.

Values from the calculation:
Energy relative to the best compared isomer or geometry (same formula, charge and spin)   201.7 kJ/mol
Gap between HOMO and LUMO (alpha / beta)   0.067 / 0.336 hartree
Total charge   -1
HOMO energy (alpha / beta)   0.88 / -6.50 eV
2S+1   2

***

Entry 3:
Here is a cluster of 4 separate species, C23H34BrClF9N2O6Si in total from OMol25. Energies are from wB97M-V/def2-TZVPD.

The geometry in XYZ format:
```
77
Properties=species:S:1:pos:R:3:forces:R:3
C -3.719660 -3.468523 0.675654 -0.35 0.88 0.92
C -3.209806 -3.543897 2.137789 -0.24 -0.51 -0.77
C -2.073396 -4.611144 2.346113 -0.87 0.50 1.17
C -1.120956 -4.296905 3.528683 0.08 -0.57 -0.17
C -1.432863 -5.115239 1.067978 0.13 0.06 0.01
C -1.963827 -6.305306 0.618034 0.32 0.42 -0.05
C -1.423460 -6.878813 -0.527763 -0.90 -0.97 0.12
Cl -2.082308 -8.365976 -1.108235 0.33 0.47 0.05
N -0.432735 -6.361396 -1.178514 0.20 -0.44 -0.62
N 0.038826 -5.230736 -0.744341 0.46 0.67 0.08
Br 1.490658 -4.701225 -1.815822 -0.17 -0.18 0.09
C -0.358231 -4.506142 0.307454 -0.88 -0.44 0.53
Si 0.443341 -2.811916 0.810603 0.96 1.99 1.34
C 1.638012 -3.108991 2.266692 -0.32 -0.17 -0.16
C 1.430070 -1.846532 -0.469552 0.21 -0.95 -0.47
C -0.799280 -1.514491 1.434809 -0.18 -0.39 -0.69
H -4.452892 -2.650752 0.669260 0.12 -0.17 -0.32
H -4.276609 -4.367658 0.394406 0.36 0.01 -0.14
H -2.933748 -3.211247 -0.040906 -0.17 -0.23 -0.05
H -4.094454 -3.852041 2.708401 0.38 -0.02 0.20
H -2.936460 -2.564258 2.529233 0.17 -0.12 -0.23
H -2.650282 -5.459950 2.734192 0.32 -0.14 -0.48
H -1.022307 -3.238152 3.766948 0.20 -0.11 -0.28
H -1.480064 -4.786002 4.441053 -0.14 0.15 -0.22
H -0.159210 -4.777937 3.324810 0.04 0.41 0.23
H -2.781275 -6.782262 1.146494 0.14 -0.02 -0.12
H 1.256104 -2.626260 3.173063 -0.09 -0.10 -0.21
H 2.589865 -2.612725 2.046195 -0.04 -0.38 -0.07
H 1.770300 -4.167957 2.510032 0.38 0.21 -0.08
H 0.942533 -1.772864 -1.447821 0.05 0.33 0.22
H 1.647262 -0.861357 -0.044992 -0.27 -0.08 -0.08
H 2.388036 -2.351595 -0.638377 -0.10 0.24 0.04
H -0.916562 -1.522471 2.518375 -0.28 -0.16 -0.19
H -0.440043 -0.511527 1.172663 0.22 -0.32 -0.08
H -1.743651 -1.631340 0.892776 -0.08 0.21 0.45
C -9.706689 -2.760485 -0.842729 0.14 0.11 0.30
C -9.201981 -1.805052 -1.902583 -0.33 -0.55 -0.22
O -8.785290 -0.555098 -1.319154 0.16 0.28 0.03
C -7.579063 -0.534433 -0.776482 -0.34 -0.49 -0.38
O -6.812125 -1.453734 -0.728226 0.24 0.17 0.18
C -7.269339 0.871645 -0.244195 0.10 0.75 0.38
F -8.296799 1.378546 0.443176 -0.05 -0.19 -0.05
F -7.003269 1.712005 -1.252426 -0.02 -0.21 -0.12
F -6.208775 0.862745 0.565048 0.00 -0.25 -0.10
H -10.500526 -2.295856 -0.257080 -0.07 -0.02 -0.11
H -10.091989 -3.670049 -1.302385 -0.01 0.04 -0.04
H -8.911479 -3.033957 -0.148908 0.04 -0.05 -0.08
H -10.003949 -1.561348 -2.596294 0.04 0.27 0.08
H -8.390497 -2.240334 -2.485310 0.15 0.12 0.15
C 3.628007 3.791136 -3.594274 -0.19 0.10 0.30
C 4.522822 2.692922 -3.061484 -0.01 0.11 -0.71
O 4.672082 2.792179 -1.629811 0.06 -0.07 0.33
C 3.685366 2.293624 -0.901648 0.13 0.01 -0.74
O 2.692354 1.772799 -1.320803 -0.09 -0.12 0.35
C 4.015521 2.437026 0.589901 0.14 0.15 0.92
F 4.486138 3.655722 0.880025 -0.09 -0.07 -0.24
F 4.947987 1.548474 0.963349 0.00 -0.08 -0.29
F 2.944714 2.228474 1.355985 -0.12 -0.06 -0.29
H 4.000059 4.769466 -3.287584 0.09 -0.02 -0.10
H 3.586319 3.753971 -4.682126 0.05 -0.02 0.01
H 2.613802 3.695471 -3.206397 0.00 -0.08 -0.07
H 5.523733 2.793541 -3.476351 0.09 0.03 0.28
H 4.155904 1.704296 -3.336216 -0.10 0.00 0.22
C 5.861418 6.510207 1.120596 0.10 0.37 0.13
C 6.365792 6.367903 -0.298940 -0.20 -0.53 0.29
O 6.557183 7.652882 -0.916603 0.06 0.20 -0.24
C 7.689293 8.280895 -0.612764 -0.19 -0.64 0.18
O 8.540792 7.870434 0.117495 0.14 0.28 -0.07
C 7.771068 9.608177 -1.379265 0.04 0.79 -0.29
F 6.616311 10.284055 -1.324056 -0.04 -0.18 0.09
F 8.048731 9.391568 -2.673662 -0.02 -0.23 0.07
F 8.721964 10.397117 -0.888931 0.03 -0.23 0.13
H 4.953725 7.115094 1.145158 -0.06 -0.10 -0.06
H 5.647323 5.533974 1.547553 0.02 0.00 -0.02
H 6.596278 7.008536 1.752690 0.07 -0.08 -0.04
H 5.625345 5.847991 -0.905583 -0.01 0.22 -0.15
H 7.286034 5.785162 -0.342035 0.11 0.20 0.01
```
Forces are in eV/Å.

Values from the calculation:
Gap between HOMO and LUMO   0.286 hartree
Total charge   +1
HOMO energy   -12.43 eV

***

Entry 4:
Here is the ion C7H10F5N4 with charge +1 from OMol25. Energies are from wB97M-V/def2-TZVPD.

The geometry in XYZ format:
```
26
Properties=species:S:1:pos:R:3:forces:R:3
C 0.039324 2.284527 1.243196 0.25 0.61 -0.36
C 1.324516 1.937165 0.367186 0.59 -0.27 1.00
F 1.557494 2.906964 -0.681696 -0.74 -1.55 1.42
C 1.323584 0.484039 -0.305271 0.61 0.22 -0.93
N 0.251366 -0.436687 0.216195 0.41 1.30 -0.32
C -0.921429 -0.431535 -0.429221 -6.43 -1.39 -1.91
N -2.069556 -1.258067 -0.123805 -1.39 2.40 -2.94
C -3.130041 -0.896758 -1.032736 3.92 1.06 0.61
N -2.665036 0.127683 -1.951142 -1.27 -4.50 4.40
N -1.386005 0.328604 -1.538973 3.34 1.37 0.27
C 0.605693 -1.298641 1.358055 -0.07 -0.95 1.69
F -0.444040 -1.543814 2.252163 2.07 0.67 -2.32
F 1.622672 -0.638888 2.120806 -2.18 -1.09 -1.80
C 1.308427 -2.632519 0.786975 1.81 -0.70 -0.32
F 0.857258 -2.958583 -0.535917 0.20 0.43 3.01
F 1.267736 -3.721085 1.672252 -0.67 2.25 -2.01
H 0.302228 3.232359 1.841155 -0.66 -1.36 -1.12
H -0.225615 1.489563 2.013373 0.61 0.85 -1.11
H -0.879710 2.450570 0.572667 1.37 -0.06 1.03
H 2.237984 1.990357 1.051850 -1.22 0.05 -1.04
H 2.327900 -0.069479 -0.215250 -1.57 1.08 0.00
H 1.155707 0.615145 -1.430892 0.23 -0.24 1.55
H -4.183766 -1.336561 -1.041182 1.88 0.73 0.01
H -3.185695 0.588013 -2.705101 0.83 0.01 0.40
H -0.851310 1.024884 -2.076380 -0.23 -0.50 0.59
H 2.420379 -2.365695 0.656800 -1.69 -0.44 0.21
```
Forces are in eV/Å.

Values from the calculation:
Energy relative to the best compared isomer or geometry (same formula, charge and spin)   305.6 kJ/mol
Gap between HOMO and LUMO   0.371 hartree
Total charge   +1
HOMO energy   -14.18 eV
SMILES   C[C@H](F)CN(c1nc[nH][nH+]1)C(F)(F)C(F)F

***

Entry 5:
Here is a cluster of 2 separate species, CBrF2O3P in total from OMol25. Energies are from wB97M-V/def2-TZVPD.

The geometry in XYZ format:
```
8
Properties=species:S:1:pos:R:3:forces:R:3
C -0.770936 0.272094 0.009169 -1.58 0.37 -0.30
O 2.009327 0.349692 0.717849 -0.98 0.85 0.73
O 0.637603 -1.790437 0.463896 -0.25 1.01 -0.12
O 1.457214 -0.427707 -1.563171 -0.95 0.08 -0.58
F -1.842227 1.351400 -1.232969 1.59 -1.52 1.68
F -1.621402 -0.713595 0.172113 -0.70 0.75 -0.76
P 1.027591 -0.427401 -0.120253 3.34 -2.33 -1.05
Br -0.897172 1.385955 1.553365 -0.47 0.80 0.42
```
Forces are in eV/Å.

Values from the calculation:
Gap between HOMO and LUMO   0.200 hartree
Total charge   -2
HOMO energy   0.12 eV

***

Entry 6:
Here is a structure of composition C7H10O from OMol25. Energies are from wB97M-V/def2-TZVPD.

The geometry in XYZ format:
```
18
Properties=species:S:1:pos:R:3:forces:R:3
C 0.710832 0.255867 0.057039 -1.63 2.91 0.83
C 1.364381 -0.462099 -1.100484 4.51 2.53 -4.84
C 0.203549 -1.494685 -1.029328 -0.81 1.71 -3.57
C -0.558137 -0.299924 -0.486374 -3.48 -2.11 4.02
C -1.712176 -0.144938 0.819066 5.23 -0.41 -0.22
C -1.173262 1.264024 1.110995 -5.36 0.76 0.16
C -0.021396 1.550500 0.589055 3.22 2.89 1.12
H 2.388938 0.029729 0.774899 -3.03 -1.82 2.30
H 2.519099 -0.460566 -0.841467 -1.92 -1.65 -0.48
H 1.579493 -0.067923 -2.225218 -1.50 -0.09 2.47
H -0.183312 -2.067155 -1.929383 0.90 0.53 1.32
H 0.493754 -1.942239 -0.183430 0.35 -3.28 2.76
H -1.153092 0.460176 -0.958029 0.99 -0.23 -2.03
H -1.506013 -0.926817 1.587749 -0.41 0.78 -0.46
H -2.628586 -0.176218 0.379897 -2.86 -0.16 -0.68
H -1.940448 2.223795 1.304751 2.11 -2.87 0.24
H 0.168672 2.613815 0.984154 1.26 -1.38 -1.58
O 1.447703 -0.355341 1.146109 2.42 1.89 -1.37
```
Forces are in eV/Å.

Values from the calculation:
Energy relative to the best compared isomer or geometry (same formula, charge and spin)   671.3 kJ/mol
Gap between HOMO and LUMO   0.368 hartree
HOMO energy   -9.12 eV